No. 1
C7H28N2O7 | wB97M-V/def2-TZVPD

As for the HOMO-LUMO gap: 9.199 eV. The value obtained for the total energy is -919.527515 Ha. As for the HOMO energy: -9.096 eV. Its total charge is 0. The calculation puts the relative energy (zero: lowest compared OMol25 entry of this formula, charge and spin) at 512.5 kJ/mol. The value obtained for the largest force on an atom is 9.996 eV Å⁻¹.

Last column: Löwdin charge in e.
Element x y z (Å)
N 2.172 2.183 1.027  0.137
C 2.422 0.868 1.166  -0.665
N 3.353 0.435 0.432  0.177
O 1.766 0.107 2.086  -0.085
H 1.372 2.593 1.521  0.126
H 2.910 2.749 0.598  0.108
H 3.489 -0.618 0.455  0.171
H 3.553 0.983 -0.377  0.088
C -3.608 0.530 2.554  -0.193
O -3.658 -0.453 3.537  -0.097
H -2.633 0.511 1.974  0.078
H -3.674 1.538 2.857  0.055
H -4.357 0.315 1.763  0.083
H -4.570 -0.600 3.780  0.077
C 1.460 -1.557 -1.094  -0.134
O 2.245 -2.774 -0.991  -0.103
H 0.532 -1.690 -1.648  0.072
H 1.874 -0.713 -1.548  0.035
H 1.209 -1.278 -0.066  0.050
H 1.679 -3.502 -0.733  0.067
C -2.993 -1.349 -0.992  -0.204
O -2.059 -2.261 -0.722  -0.120
H -3.865 -1.953 -1.426  0.104
H -2.653 -0.674 -1.787  0.076
H -3.187 -0.812 -0.073  0.060
H -1.491 -2.477 -1.461  0.076
C -0.671 1.536 -0.591  -0.163
O -0.702 1.064 -1.919  -0.146
H -0.146 0.822 0.084  0.062
H -1.653 1.505 -0.191  0.051
H -0.224 2.571 -0.547  0.090
H 0.162 1.182 -2.396  0.049
C 2.532 2.582 -2.629  -0.136
O 1.871 1.398 -3.026  -0.133
H 1.889 3.540 -2.738  0.119
H 3.510 2.718 -3.073  0.081
H 2.663 2.407 -1.532  0.045
H 2.291 1.110 -3.837  0.098
C -0.756 -1.881 2.089  -0.151
O 0.395 -2.754 2.108  -0.123
H -0.400 -1.201 1.323  0.032
H -0.826 -1.289 2.998  0.081
H -1.659 -2.447 1.844  0.080
H 0.443 -2.957 1.181  0.024


No. 2
C7H28N8O7 | wB97M-V/def2-TZVPD

As for the HOMO-LUMO gap: 10.240 eV. The value obtained for the total energy is -1248.362678 Ha. As for the HOMO energy: -9.712 eV. Its total charge is 0. The calculation puts the relative energy (zero: lowest compared OMol25 entry of this formula, charge and spin) at 37.0 kJ/mol. The value obtained for the largest force on an atom is 3.310 eV Å⁻¹.

Last column: Löwdin charge in e.
Element x y z (Å)
N -3.628 -0.984 -1.570  0.182
C -3.525 -1.315 -0.271  -0.644
N -2.635 -0.502 0.496  0.141
O -4.058 -2.297 0.259  -0.015
H -4.063 -1.708 -2.146  0.124
H -3.139 -0.234 -1.996  0.045
H -2.381 0.369 0.065  0.070
H -3.094 -0.421 1.399  0.101
N 0.682 0.692 1.071  0.196
C 0.774 0.101 -0.145  -0.656
N 1.231 -1.193 -0.147  0.163
O 0.549 0.645 -1.194  -0.003
H 0.847 0.226 2.007  0.117
H 0.260 1.545 1.178  0.061
H 0.987 -1.732 0.740  0.073
H 1.386 -1.701 -1.034  0.125
N -1.169 -3.329 1.559  0.153
C -0.575 -3.991 0.493  -0.632
N -1.553 -4.306 -0.444  0.151
O 0.618 -4.322 0.427  -0.009
H -0.473 -2.806 2.065  0.033
H -2.005 -2.776 1.285  0.071
H -1.382 -4.798 -1.312  0.102
H -2.500 -4.329 -0.153  0.070
N 3.082 -2.072 3.614  0.173
C 1.918 -2.531 3.135  -0.592
N 1.684 -3.883 3.411  0.168
O 1.024 -1.794 2.656  -0.050
H 3.897 -2.678 3.733  0.123
H 3.323 -1.202 3.224  0.094
H 0.995 -4.201 2.732  0.076
H 2.375 -4.498 3.816  0.103
C 2.499 4.937 1.053  -0.179
O 1.288 4.224 1.064  -0.098
H 2.744 5.569 0.187  0.079
H 2.552 5.491 1.971  0.061
H 3.389 4.204 1.084  0.096
H 1.055 4.229 0.176  -0.007
C -1.988 2.130 -3.429  -0.163
O -1.860 1.116 -2.443  -0.176
H -2.941 1.938 -3.976  0.086
H -2.005 3.188 -3.004  0.092
H -1.216 2.232 -4.186  0.066
H -0.914 0.999 -2.115  0.061
C 1.458 3.914 -2.770  -0.121
O 0.613 3.356 -1.743  -0.152
H 2.413 4.086 -2.362  0.051
H 1.629 3.171 -3.520  0.074
H 1.140 4.865 -3.173  0.080
H 0.693 2.374 -1.761  0.040


No. 3
C7H28O7 | wB97M-V/def2-TZVPD

As for the HOMO-LUMO gap: 8.702 eV. The value obtained for the total energy is -809.784583 Ha. As for the HOMO energy: -8.497 eV. Its total charge is 0. The calculation puts the relative energy (zero: lowest compared OMol25 entry of this formula, charge and spin) at 1014.8 kJ/mol. The value obtained for the largest force on an atom is 10.329 eV Å⁻¹.

Last column: Löwdin charge in e.
Element x y z (Å)
C -0.721 1.552 -7.910  -0.188
O -1.310 2.222 -9.007  -0.083
H 0.307 1.898 -7.804  0.086
H -1.191 1.714 -6.939  0.022
H -0.805 0.475 -8.059  0.099
H -1.810 2.943 -8.618  0.064
C -1.793 2.778 -2.364  -0.094
O -2.150 4.099 -2.831  -0.066
H -0.730 2.654 -2.572  0.094
H -1.961 2.672 -1.293  0.111
H -2.292 1.978 -2.910  0.098
H -1.745 4.744 -2.246  0.146
C -3.674 2.064 -6.744  -0.147
O -3.447 3.396 -6.327  -0.129
H -2.692 1.615 -6.892  0.037
H -4.329 1.594 -6.010  0.069
H -4.070 1.955 -7.754  0.085
H -2.982 3.361 -5.488  -0.273
C 0.918 4.455 -8.313  -0.083
O 0.182 3.808 -7.239  -0.219
H 0.800 5.529 -8.169  0.062
H 1.967 4.161 -8.272  0.088
H 0.469 4.187 -9.270  0.085
H -0.747 3.868 -7.472  0.037
C -4.704 2.253 -3.582  -0.132
O -5.798 1.622 -2.880  -0.095
H -4.101 2.869 -2.916  0.066
H -3.983 1.518 -3.939  0.083
H -5.048 2.896 -4.392  0.107
H -5.431 1.043 -2.208  0.068
C -1.236 3.028 -5.020  -0.042
O -2.591 3.013 -4.599  -0.137
H -1.063 2.783 -6.067  0.043
H -0.827 4.030 -4.893  0.097
H -0.682 2.310 -4.415  0.104
H -2.626 3.344 -3.698  -0.080
C -1.234 6.339 -6.379  -0.188
O -2.578 6.544 -6.299  -0.090
H -1.034 5.351 -5.963  0.041
H -1.003 6.386 -7.443  0.082
H -0.654 7.017 -5.752  0.087
H -2.904 7.199 -6.921  0.087


No. 4
C7H28O7 | wB97M-V/def2-TZVPD

As for the HOMO-LUMO gap: 10.724 eV. The value obtained for the total energy is -810.119507 Ha. As for the HOMO energy: -10.066 eV. Its total charge is 0. The calculation puts the relative energy (zero: lowest compared OMol25 entry of this formula, charge and spin) at 135.4 kJ/mol. The value obtained for the largest force on an atom is 2.810 eV Å⁻¹.

Last column: Löwdin charge in e.
Element x y z (Å)
C 0.939 -2.311 2.607  -0.096
C 2.028 -1.339 2.774  -0.309
O 2.367 -0.763 1.493  -0.121
H 1.015 -2.984 1.762  0.076
H -0.089 -1.879 2.422  0.080
H 0.877 -2.929 3.478  0.067
H 2.895 -1.888 3.101  0.101
H 1.837 -0.531 3.469  0.101
H 2.634 0.208 1.484  0.100
C 1.929 -1.965 -1.807  -0.083
C 2.736 -0.995 -2.704  -0.304
O 2.386 0.364 -2.518  -0.090
H 1.998 -1.733 -0.756  0.037
H 2.237 -3.006 -2.027  0.079
H 0.808 -1.931 -1.841  0.076
H 2.598 -1.173 -3.781  0.110
H 3.813 -1.236 -2.523  0.115
H 2.508 0.578 -1.584  0.071
C -2.894 1.088 -2.519  -0.089
C -1.688 0.851 -3.383  -0.265
O -0.719 0.163 -2.570  -0.116
H -2.784 1.678 -1.607  0.063
H -3.308 0.153 -2.133  0.082
H -3.710 1.636 -3.156  0.117
H -1.202 1.763 -3.741  0.120
H -1.858 0.209 -4.211  0.100
H 0.206 0.283 -2.785  0.062
C -1.192 0.959 3.288  -0.163
O -1.530 2.037 2.456  -0.136
H -0.162 0.941 3.683  0.080
H -1.705 1.030 4.227  0.079
H -1.305 -0.033 2.808  0.075
H -0.866 2.051 1.719  0.087
O -3.632 0.783 1.383  -0.065
H -3.120 1.466 1.899  0.029
H -4.065 0.243 2.016  0.019
O 1.490 2.107 0.277  -0.090
H 1.320 2.814 -0.343  0.032
H 0.674 1.506 0.263  0.013
O -0.819 0.617 0.030  -0.081
H -1.748 0.748 0.286  0.022
H -0.901 0.421 -0.935  0.014


No. 5
C7H30N14O8 | wB97M-V/def2-TZVPD

As for the HOMO-LUMO gap (alpha / beta): 2.931 / 9.213 eV. The value obtained for the total energy is -1653.360662 Ha. As for the HOMO energy (alpha / beta): -0.494 / -6.810 eV. Its total charge is -1. Its expectation value of S² is 0.750. Its spin multiplicity is 2. The value obtained for the largest force on an atom is 8.124 eV Å⁻¹.

Last column: Mulliken spin population.
Element x y z (Å)
O 0.707 -0.433 0.134  -0.205
H 0.311 -0.350 -0.734  0.030
H 0.110 -1.005 0.616  0.028
C -1.630 0.414 -3.283  3.918
O -0.852 -0.326 -2.699  -0.609
N -1.113 1.468 -3.778  -0.922
N -2.909 0.307 -3.469  -0.174
H -0.125 1.660 -3.693  0.016
H -1.740 2.252 -3.893  -0.305
H -3.397 1.040 -3.964  -0.769
H -3.329 -0.596 -3.302  -0.137
C 3.868 1.268 0.792  -0.014
O 3.124 2.207 1.049  -0.012
N 3.409 0.162 0.384  -0.001
N 5.161 1.243 1.057  0.002
H 3.908 -0.712 0.292  0.000
H 2.410 0.036 0.319  0.018
H 5.727 0.417 0.929  -0.002
H 5.605 2.114 1.309  0.001
C 0.104 -4.686 1.989  0.005
O 0.477 -5.759 2.377  0.003
N 0.685 -3.899 1.205  -0.022
N -1.096 -4.353 2.269  -0.022
H 0.397 -2.933 1.149  0.002
H 1.583 -4.242 0.894  0.000
H -1.433 -3.512 1.822  -0.010
H -1.690 -4.951 2.825  0.000
C -0.924 -0.592 4.336  -0.010
O -1.824 -1.176 4.893  -0.002
N -0.763 -0.543 3.091  -0.079
N 0.087 -0.077 4.951  0.002
H 0.058 -0.102 2.701  0.010
H -1.431 -1.023 2.504  0.013
H 0.059 0.093 5.946  0.001
H 0.807 0.441 4.468  -0.001
C -2.735 -1.552 0.459  1.132
O -1.734 -2.007 0.992  -0.443
N -2.700 -1.038 -0.745  -0.383
N -3.903 -1.654 1.052  -0.148
H -2.000 -1.117 -1.469  0.169
H -3.610 -0.632 -0.906  -0.199
H -4.692 -1.286 0.542  -0.083
H -3.987 -2.069 1.969  0.045
C 2.818 1.066 -3.594  0.167
O 2.980 0.010 -4.199  -0.011
N 2.901 1.242 -2.321  -0.045
N 2.122 2.008 -4.147  0.049
H 2.669 2.171 -1.998  -0.019
H 3.033 0.482 -1.670  0.014
H 1.962 2.943 -3.800  -0.069
H 2.039 1.742 -5.118  -0.025
C -0.953 3.230 0.450  0.650
O -0.541 3.260 1.611  -0.138
N -0.906 4.206 -0.335  0.048
N -1.591 2.276 -0.145  -0.219
H -1.307 3.959 -1.229  -0.172
H -0.556 5.144 -0.197  -0.044
H -2.047 2.366 -1.042  -0.024
H -1.603 1.399 0.356  -0.005